Record 1
A cluster of 11 separate species, C50H107N11O11 in total, computed with ωB97M-V/def2-TZVPD.

Structure (XYZ):
```
179
Properties=species:S:1:pos:R:3:lowdin_spin:R:1
C 38.30 -16.37 18.39 0.022
C 37.13 -16.14 17.39 0.024
C 35.89 -16.13 18.22 0.001
C 35.48 -14.87 18.94 0.000
C 35.58 -13.73 17.98 0.002
C 36.96 -13.61 17.15 0.021
N 37.29 -14.94 16.56 0.353
O 38.26 -14.99 15.52 0.551
C 36.64 -12.63 16.10 0.002
C 38.00 -12.90 18.02 0.016
C 37.14 -17.52 16.60 0.003
H 38.30 -15.75 19.29 0.000
H 39.23 -16.16 17.86 0.001
H 38.30 -17.35 18.86 0.002
H 35.13 -16.29 17.46 0.001
H 35.85 -16.99 18.90 0.000
H 36.14 -14.68 19.79 0.000
H 34.43 -14.96 19.19 0.000
H 35.23 -12.79 18.41 0.000
H 34.82 -13.93 17.23 0.001
H 36.11 -11.73 16.40 0.000
H 37.50 -12.23 15.55 -0.001
H 35.86 -13.01 15.44 0.000
H 37.77 -11.83 18.03 0.001
H 38.08 -13.35 19.00 0.000
H 38.99 -13.02 17.57 0.001
H 38.11 -17.80 16.18 -0.001
H 36.49 -17.31 15.75 0.000
H 36.84 -18.35 17.24 0.000
C 26.76 -18.40 9.06 0.002
C 26.19 -18.49 10.54 0.019
C 26.90 -17.27 11.22 0.000
C 26.23 -16.77 12.52 0.000
C 24.77 -16.71 12.35 0.003
C 24.05 -18.04 11.96 0.019
N 24.71 -18.35 10.67 0.318
O 24.04 -19.37 9.87 0.607
C 24.29 -19.03 13.13 0.015
C 22.54 -17.78 11.97 0.000
C 26.76 -19.70 11.22 0.012
H 26.13 -17.57 8.72 0.000
H 26.49 -19.24 8.43 -0.001
H 27.82 -18.17 9.05 0.000
H 27.96 -17.37 11.42 0.000
H 26.91 -16.39 10.58 0.000
H 26.56 -15.75 12.72 0.000
H 26.46 -17.38 13.39 0.000
H 24.51 -15.94 11.61 0.001
H 24.27 -16.22 13.18 0.000
H 23.61 -18.78 13.94 0.002
H 24.00 -20.05 12.87 0.001
H 25.28 -19.02 13.58 0.000
H 22.33 -16.94 11.31 0.000
H 22.09 -18.66 11.51 -0.001
H 22.01 -17.62 12.91 0.000
H 27.82 -19.82 11.01 0.001
H 26.31 -20.67 11.00 0.002
H 26.91 -19.60 12.29 0.000
C 29.28 -6.74 8.96 0.005
C 30.03 -7.69 10.03 0.019
C 30.10 -6.78 11.32 0.001
C 30.54 -7.62 12.46 0.000
C 29.63 -8.65 12.62 0.000
C 29.45 -9.69 11.45 0.027
N 29.36 -9.04 10.16 0.387
O 28.92 -9.78 9.02 0.513
C 30.53 -10.73 11.44 0.016
C 28.07 -10.32 11.86 0.011
C 31.46 -7.90 9.46 0.017
H 29.55 -5.69 8.95 0.000
H 28.21 -6.93 9.05 -0.001
H 29.49 -6.97 7.92 0.000
H 30.93 -6.09 11.18 0.000
H 29.14 -6.30 11.49 0.000
H 30.51 -7.04 13.39 0.000
H 31.52 -8.09 12.37 0.000
H 28.64 -8.38 12.99 0.000
H 29.95 -9.16 13.53 0.000
H 30.19 -11.75 11.65 0.002
H 31.00 -10.80 10.46 0.000
H 31.26 -10.52 12.21 0.000
H 27.35 -9.52 11.69 0.000
H 27.73 -11.11 11.19 0.000
H 27.82 -10.54 12.90 0.001
H 31.94 -7.10 8.90 0.002
H 31.43 -8.71 8.73 0.000
H 32.26 -8.34 10.06 0.000
C 30.11 -12.06 20.08 0.012
C 30.90 -11.19 20.96 0.022
C 31.97 -11.96 21.77 0.000
C 33.28 -12.18 21.03 0.000
C 33.86 -10.81 20.67 0.000
C 32.91 -9.94 19.73 0.022
N 31.55 -10.02 20.30 0.375
O 30.64 -9.21 19.58 0.538
C 33.53 -8.60 19.77 0.004
C 32.95 -10.49 18.28 0.016
C 29.92 -10.66 22.04 0.007
H 29.26 -11.43 19.81 0.001
H 29.75 -12.99 20.53 0.001
H 30.61 -12.47 19.20 0.000
H 32.23 -11.47 22.71 0.000
H 31.61 -12.96 22.02 0.000
H 33.06 -12.65 20.08 0.000
H 33.92 -12.78 21.68 0.000
H 34.83 -10.96 20.21 0.000
H 34.04 -10.43 21.67 0.000
H 33.08 -7.92 19.05 0.000
H 33.39 -8.00 20.68 0.000
H 34.61 -8.60 19.89 0.000
H 33.95 -10.84 18.01 0.001
H 32.24 -11.27 18.00 0.000
H 32.75 -9.73 17.53 0.002
H 29.47 -11.53 22.51 0.000
H 29.08 -10.09 21.65 0.000
H 30.45 -9.99 22.72 0.000
O 34.80 -10.98 14.05 0.000
C 35.43 -9.97 13.82 0.000
N 36.70 -10.03 14.06 0.000
C 34.89 -8.71 13.24 0.000
H 37.20 -9.23 13.69 0.000
H 37.13 -10.89 14.35 0.000
H 34.70 -8.71 12.16 0.000
H 35.54 -7.87 13.48 0.000
H 34.00 -8.31 13.71 0.000
O 30.94 -11.38 15.39 0.000
C 31.25 -12.51 14.96 0.000
N 30.38 -13.25 14.27 0.000
C 32.58 -13.18 15.32 0.000
H 29.43 -12.93 14.28 0.000
H 30.57 -14.20 13.97 0.000
H 32.76 -13.17 16.40 0.000
H 33.43 -12.68 14.87 0.000
H 32.60 -14.22 15.01 0.000
O 28.95 -6.16 15.82 0.000
C 29.28 -7.22 16.36 0.000
N 30.51 -7.64 16.14 0.000
C 28.33 -8.15 17.08 0.000
H 30.92 -8.34 16.73 0.000
H 31.03 -6.83 15.81 0.000
H 28.58 -8.50 18.08 0.000
H 28.14 -9.08 16.53 0.000
H 27.33 -7.76 17.26 0.000
O 34.69 -14.61 10.39 0.000
C 34.72 -13.85 11.41 0.000
N 33.92 -12.85 11.39 0.000
C 35.60 -14.01 12.60 0.000
H 33.79 -12.17 12.12 0.000
H 33.62 -12.71 10.43 0.000
H 35.10 -14.24 13.54 0.000
H 36.20 -13.09 12.60 0.000
H 36.14 -14.92 12.34 0.000
O 32.13 -15.84 12.78 0.000
C 32.46 -16.94 12.56 0.000
N 33.35 -17.26 11.65 0.000
C 31.90 -18.04 13.37 0.000
H 33.58 -16.58 10.94 0.000
H 33.85 -18.14 11.70 0.000
H 30.84 -18.22 13.19 0.000
H 32.09 -17.78 14.41 0.000
H 32.41 -18.99 13.26 0.000
O 29.07 -14.76 8.88 0.000
C 30.19 -15.01 9.33 0.000
N 30.67 -14.35 10.46 0.000
C 30.95 -16.12 8.76 0.000
H 29.98 -13.71 10.82 0.000
H 31.51 -14.47 11.01 0.000
H 30.77 -16.88 9.52 0.000
H 31.97 -15.79 8.58 0.000
H 30.54 -16.52 7.83 0.000
O 35.69 -19.69 13.58 0.000
C 35.74 -19.18 12.51 0.000
N 35.45 -19.94 11.46 0.000
C 36.48 -17.83 12.42 0.000
H 35.06 -20.81 11.79 0.000
H 35.85 -19.84 10.54 0.000
H 35.87 -17.06 12.90 0.000
H 36.61 -17.58 11.37 0.000
H 37.50 -17.80 12.79 0.000
```

As for the LUMO energy (spin up / spin down): 0.130 / -0.536 eV. As for the expectation value of S²: 6.02. The value obtained for the HOMO-LUMO gap (spin up / spin down) is 8.44 / 8.74 eV. Its spin multiplicity is 5. The calculation puts the energy above the lowest of the compared OMol25 structures with the same formula, charge and spin at 29.5 kcal per mole. The value obtained for the HOMO energy (spin up / spin down) is -8.31 / -9.28 eV.

---

Record 2
A cluster of 13 separate species, C50H109O40P3S2 in total, computed with ωB97M-V/def2-TZVPD.

Structure (XYZ):
```
204
Properties=species:S:1:pos:R:3:mulliken_charge:R:1
C 3.46 -4.66 -3.22 -0.751
C 2.31 -5.72 -3.07 -0.885
C 1.01 -4.84 -2.85 -0.596
S 1.32 -3.05 -2.74 1.026
O 0.66 -2.45 -1.57 0.029
O 1.21 -2.46 -4.08 -0.770
C 3.11 -3.39 -2.46 -0.018
H 3.57 -4.32 -4.25 0.367
H 4.40 -5.07 -2.86 0.394
H 2.53 -6.27 -2.15 0.339
H 2.25 -6.38 -3.94 0.324
H 0.64 -5.07 -1.86 0.060
H 0.19 -4.89 -3.57 0.590
H 3.30 -3.47 -1.39 -0.322
H 3.58 -2.46 -2.76 0.164
C 0.87 1.20 0.98 1.224
C 1.46 1.40 -0.45 0.949
C 0.40 1.00 -1.48 0.578
S -1.25 1.26 -0.64 0.254
O -1.95 -0.02 -0.41 0.158
O -1.99 2.37 -1.20 -0.265
C -0.52 1.77 1.00 -1.373
H 1.53 1.74 1.66 0.248
H 0.83 0.13 1.19 -1.061
H 2.44 0.91 -0.50 -0.186
H 1.77 2.43 -0.62 -0.943
H 0.49 -0.05 -1.75 -0.500
H 0.36 1.65 -2.35 -0.124
H -1.15 1.70 1.89 0.619
H -0.45 2.85 0.88 0.234
C -7.32 6.60 -4.23 -0.690
O -6.96 6.02 -2.94 -0.349
C -5.86 5.30 -2.85 0.736
O -5.25 4.77 -3.79 -0.578
O -5.64 4.98 -1.59 -0.447
C -4.77 3.89 -1.22 0.194
H -8.30 7.05 -4.11 0.262
H -7.33 5.96 -5.12 0.295
H -6.62 7.37 -4.55 0.316
H -5.13 2.99 -1.71 0.101
H -4.89 3.86 -0.13 0.195
H -3.73 3.99 -1.53 -0.046
C 3.12 -1.72 5.59 -0.721
O 2.15 -2.53 4.93 -0.297
C 1.71 -2.13 3.71 0.025
O 1.93 -1.01 3.19 0.365
O 1.07 -3.19 3.11 -0.400
C 0.70 -3.10 1.74 -0.581
H 4.10 -2.12 5.29 0.262
H 3.08 -2.00 6.64 0.305
H 3.11 -0.64 5.44 0.224
H 0.16 -4.02 1.53 0.145
H 1.60 -3.07 1.13 0.506
H 0.07 -2.27 1.43 0.059
C 3.96 4.35 -0.29 -0.714
O 3.44 4.08 0.97 0.186
C 4.10 4.40 2.04 0.369
O 5.19 5.00 2.08 -0.638
O 3.48 3.72 3.10 0.150
C 4.11 3.81 4.39 -0.837
H 4.53 5.28 -0.35 0.512
H 3.15 4.43 -1.02 -0.029
H 4.63 3.51 -0.49 0.119
H 3.81 4.61 5.07 0.304
H 5.20 3.77 4.36 0.380
H 3.87 2.88 4.90 0.181
C -0.33 4.98 -2.64 0.410
O 0.11 6.24 -2.07 -0.423
C 0.65 6.21 -0.88 0.663
O 0.80 5.22 -0.16 -0.284
O 0.90 7.47 -0.59 -0.394
C 1.87 7.66 0.43 -0.111
H -1.04 4.51 -1.96 0.010
H 0.41 4.19 -2.74 -0.401
H -0.78 5.20 -3.61 0.183
H 2.57 8.44 0.12 0.307
H 2.51 6.78 0.49 -0.284
H 1.47 7.89 1.42 0.282
C -2.79 3.49 -6.08 -0.697
O -2.04 2.35 -6.30 -0.386
C -0.77 2.29 -5.80 0.753
O -0.16 3.23 -5.28 -0.442
O -0.17 1.12 -6.20 -0.374
C 1.13 0.89 -5.82 -0.388
H -2.53 4.29 -6.78 0.450
H -2.85 3.84 -5.05 0.251
H -3.84 3.35 -6.35 0.227
H 1.35 0.82 -4.76 0.079
H 1.73 1.74 -6.17 0.285
H 1.54 0.07 -6.41 0.314
C 4.94 0.84 -2.70 0.117
O 3.94 1.48 -3.45 -0.156
C 4.01 2.79 -3.64 0.721
O 4.94 3.55 -3.27 -0.687
O 2.86 3.12 -4.25 0.040
C 2.54 4.50 -4.45 -0.579
H 4.55 -0.16 -2.51 -0.363
H 5.10 1.37 -1.76 -0.008
H 5.86 0.63 -3.23 0.434
H 2.19 4.89 -3.50 0.025
H 1.74 4.52 -5.19 0.199
H 3.37 5.17 -4.68 0.400
C -2.38 -3.51 -1.66 0.048
O -3.29 -4.57 -1.78 -0.159
C -2.96 -5.84 -2.04 0.587
O -1.83 -6.24 -2.04 -0.509
O -4.12 -6.58 -2.19 -0.337
C -4.05 -7.90 -2.63 -0.713
H -2.96 -2.60 -1.46 -0.340
H -2.06 -3.46 -2.70 0.544
H -1.57 -3.62 -0.94 0.051
H -3.47 -8.44 -1.88 0.301
H -3.64 -8.07 -3.62 0.286
H -5.06 -8.29 -2.65 0.246
C 0.43 1.20 5.20 -0.236
O -0.57 2.05 4.81 -0.020
C -0.40 3.35 5.27 0.675
O 0.51 3.75 5.90 -0.559
O -1.50 4.03 4.92 -0.307
C -1.43 5.51 5.03 -0.698
H 0.16 0.16 5.02 -0.095
H 0.83 1.20 6.21 0.449
H 1.35 1.32 4.62 -0.008
H -0.97 5.96 5.91 0.321
H -2.37 5.97 4.74 0.321
H -0.81 5.93 4.23 0.223
C -9.65 0.33 -0.43 -1.176
C -8.74 0.28 -1.62 -0.149
O -7.67 -0.63 -1.32 -0.397
P -6.15 -0.21 -0.99 0.952
O -5.99 0.90 -0.02 -0.764
O -5.51 -1.69 -0.59 0.060
C -5.71 -2.23 0.69 -0.454
C -4.94 -3.53 0.85 -0.745
O -5.55 0.06 -2.50 -0.585
C -4.20 0.28 -2.61 1.486
C -3.91 0.76 -4.03 -1.200
H -9.46 -0.37 0.37 0.268
H -9.50 1.29 0.06 0.338
H -10.69 0.30 -0.76 0.339
H -9.22 -0.09 -2.52 0.407
H -8.42 1.29 -1.85 0.198
H -5.31 -1.60 1.48 0.286
H -6.75 -2.46 0.93 0.328
H -3.92 -3.46 0.49 -0.328
H -4.98 -4.05 1.81 0.440
H -5.32 -4.28 0.16 0.598
H -3.92 1.08 -1.92 -0.069
H -3.66 -0.66 -2.47 -0.450
H -4.45 1.68 -4.25 0.292
H -2.84 0.91 -4.18 -0.003
H -4.14 -0.02 -4.75 0.484
C -0.10 -4.49 6.91 -1.711
C -0.53 -4.12 5.49 1.039
O -1.94 -4.31 5.36 -0.446
P -2.68 -3.60 4.10 0.504
O -4.18 -3.57 4.05 -0.789
O -2.00 -4.39 2.85 0.514
C -1.86 -5.82 2.95 -0.708
C -2.45 -6.40 1.63 -1.013
O -2.00 -2.16 4.10 0.000
C -2.55 -1.16 3.32 1.721
C -3.40 -0.27 4.09 -1.677
H -0.57 -3.78 7.59 0.415
H -0.45 -5.50 7.16 0.390
H 0.98 -4.41 6.97 0.345
H -0.17 -3.10 5.36 -0.343
H 0.17 -4.74 4.92 0.053
H -0.89 -6.16 3.29 0.237
H -2.38 -6.27 3.80 0.661
H -3.39 -5.94 1.32 0.109
H -1.73 -6.32 0.81 0.221
H -2.59 -7.47 1.74 0.441
H -1.80 -0.51 2.86 -0.579
H -3.04 -1.64 2.47 -0.543
H -2.88 0.10 4.97 0.283
H -3.81 0.54 3.50 0.357
H -4.26 -0.85 4.44 0.484
C 4.95 1.04 1.73 -1.118
C 4.88 -0.43 1.29 1.251
O 6.22 -0.90 1.34 -0.531
P 6.70 -1.92 0.20 0.834
O 5.92 -1.72 -1.10 -0.428
O 8.29 -1.62 0.03 -0.426
C 8.74 -0.51 -0.73 0.003
C 10.08 0.04 -0.20 -1.272
O 6.65 -3.43 0.85 -0.515
C 5.44 -4.02 1.20 0.073
C 5.25 -3.78 2.64 -0.644
H 4.00 1.45 2.08 -0.028
H 5.73 1.17 2.48 0.529
H 5.40 1.56 0.88 0.119
H 4.37 -1.04 2.03 -0.506
H 4.39 -0.53 0.32 0.325
H 8.75 -0.86 -1.76 0.335
H 8.08 0.36 -0.76 0.170
H 10.71 -0.75 0.20 0.299
H 10.52 0.50 -1.09 0.361
H 9.90 0.70 0.65 0.294
H 4.58 -3.47 0.82 -0.124
H 5.42 -5.09 0.96 0.459
H 5.93 -3.00 3.00 0.320
H 4.29 -3.49 3.07 -0.172
H 5.44 -4.71 3.17 0.397
```

As for the LUMO energy: 0.211 eV. The value obtained for the HOMO-LUMO gap is 10.16 eV. The value obtained for the HOMO energy is -9.95 eV.

---

| no. | F_max (eV/A) | E (eV) |
| --- | --- | --- |
| 1 | 6.2 | -92489.48876 |
| 2 | 4.2 | -185057.96522 |